Arrangement w

Formula: C4H14NO2
Source: the Open Molecules 2025 dataset
Level of theory: wB97M-V/def2-TZVPD

The geometry in XYZ format:
```
21
Properties=species:S:1:pos:R:3:lowdin_charge:R:1
C 0.78613 -0.16048 1.08109 -0.191
C -0.67036 -0.72261 1.03700 -0.217
C -1.60266 -0.13289 0.05383 -0.221
C -1.11167 -0.24946 -1.41173 -0.227
O -1.89881 -1.29025 -1.95142 -0.024
N 0.75357 1.36590 1.22765 0.169
H 1.24734 -0.44692 0.05350 0.098
H 1.49325 -0.63886 1.87380 0.164
H -0.34987 -1.84910 0.75044 0.173
H -1.03902 -0.77966 2.13459 0.142
H -1.85231 0.94237 0.29172 0.120
H -2.67931 -0.28535 0.14712 0.132
H -1.38179 0.62374 -2.04468 0.124
H 0.06270 -0.42888 -1.68223 0.150
H -2.23035 -1.90366 -1.42091 0.011
H 0.25566 1.56101 2.12193 0.181
H 0.22937 1.76426 0.34926 0.201
H 1.70074 1.76308 1.09414 0.162
H 3.07627 0.03919 -0.61114 -0.008
H 2.65115 0.28960 -1.97161 0.013
O 2.55996 0.53898 -1.12236 0.048
```

Its charge is +1. The HOMO energy comes out at -13.5 eV. The LUMO energy comes out at -3.53 eV.

=====

Arrangement x

Formula: C4H14NO2
Source: the Open Molecules 2025 dataset
Level of theory: wB97M-V/def2-TZVPD

The geometry in XYZ format:
```
21
Properties=species:S:1:pos:R:3:lowdin_charge:R:1
C -0.25296 -3.11306 0.50640 -0.089
C 0.51990 -1.78841 0.49376 -0.220
C -0.49202 -0.66426 0.37068 -0.133
C 0.80926 0.94593 -1.17879 0.173
N 0.20975 0.58239 -0.08252 0.015
H 0.38103 -3.97967 0.31943 0.085
H -0.84076 -3.32121 1.39399 0.083
H -0.90831 -3.08586 -0.35520 0.073
H 1.15100 -1.69937 1.37703 0.120
H 1.11945 -1.76989 -0.41794 0.112
H -1.28319 -0.83632 -0.36180 0.132
H -0.98342 -0.40757 1.30767 0.133
H 0.22212 1.31693 -2.02171 0.078
H 1.88650 0.91151 -1.36813 0.129
H 0.65484 1.15184 0.69826 0.106
H 0.40168 2.20328 2.80443 0.082
H 1.51705 2.92086 2.13112 0.086
O 0.87444 2.21658 1.96180 -0.026
H -2.19987 2.82660 -1.95281 0.056
H -1.35033 3.09467 -3.18800 0.060
O -1.43617 2.49502 -2.43764 -0.056
```

Its charge is +1. The HOMO energy comes out at -14.6 eV. The LUMO energy comes out at -5.56 eV.

=====

Stability ranking, top and bottom: arrangement x is the most stable and arrangement w is the least stable.

=====

Arrangement w

Formula: H2N3O2S
Source: the Open Molecules 2025 dataset
Level of theory: wB97M-V/def2-TZVPD

The geometry in XYZ format:
```
8
Properties=species:S:1:pos:R:3:lowdin_charge:R:1
N -1.23849 0.18005 0.28846 0.084
N 0.04780 -0.48642 0.02465 -0.373
N 1.01111 0.34662 -0.07954 -0.644
O 0.03802 -1.79028 0.00680 -0.124
O 2.50175 -0.55476 -0.21881 -0.380
S 1.07619 1.98029 0.02903 0.363
H -1.94430 -0.58316 0.22449 0.090
H -1.49209 0.90765 -0.27508 -0.015
```

Its charge is -1. The HOMO energy comes out at -3.7 eV. The LUMO energy comes out at 3.96 eV.

=====

Arrangement x

Formula: H2N3O2S
Source: the Open Molecules 2025 dataset
Level of theory: wB97M-V/def2-TZVPD

The geometry in XYZ format:
```
8
Properties=species:S:1:pos:R:3:lowdin_charge:R:1
N 2.01209 -0.05920 0.51185 0.142
N -0.63053 0.34555 -0.87485 -0.234
N -1.17016 -0.46271 0.09147 -0.865
O -0.70031 1.60235 -0.81050 -0.146
O -1.39884 -0.08871 1.25362 -0.151
S -1.47851 -1.92888 -0.58513 0.421
H 1.33728 0.56740 0.83452 -0.071
H 2.02898 0.02419 -0.42099 -0.098
```

Its charge is -1. The HOMO energy (spin up / spin down) comes out at -4.2 / -3.4 eV. The LUMO energy (spin up / spin down) comes out at 3.20 / 2.87 eV.

=====

Stability ranking, top and bottom: arrangement x is the most stable and arrangement w is the least stable.

=====

Arrangement w

Formula: C3H10S2
Source: the Open Molecules 2025 dataset
Level of theory: wB97M-V/def2-TZVPD

The geometry in XYZ format:
```
15
Properties=species:S:1:pos:R:3:lowdin_charge:R:1
C 1.31917 1.78384 -0.89892 -0.369
S 1.39542 -0.06221 -0.94102 0.736
C 1.55146 -0.50634 0.73978 -0.484
H 2.10263 2.15478 -1.54630 0.022
H 0.32739 2.06204 -1.23631 0.017
H 1.46327 2.05874 0.13909 0.024
H 0.78630 -1.21255 1.08655 0.023
H 1.43551 0.37596 1.35758 0.030
H 2.46693 -1.05582 0.96904 0.032
C -2.18936 -1.40886 0.03288 -0.488
S -2.76031 0.31773 0.12091 0.641
H -2.33890 -2.04016 0.90717 0.027
H -1.15876 -1.49851 -0.29568 -0.012
H -2.83362 -1.81068 -0.75149 0.014
H -1.56713 0.84203 0.31674 -0.212
```

As for the SMILES: CSC.CS. The HOMO energy comes out at -8.6 eV. The LUMO energy comes out at 0.87 eV.

=====

Arrangement x

Formula: C3H10S2
Source: the Open Molecules 2025 dataset
Level of theory: wB97M-V/def2-TZVPD

The geometry in XYZ format:
```
15
Properties=species:S:1:pos:R:3:lowdin_charge:R:1
C -1.03252 2.02294 -2.53415 -0.191
C -1.90534 1.30002 -1.50075 -0.621
S -1.37233 -0.44435 -1.29270 0.658
H -0.08523 2.33714 -2.08110 0.069
H -0.77247 1.35625 -3.35145 0.057
H -1.50454 2.93431 -2.88959 0.067
H -2.91921 1.38403 -1.89386 0.059
H -1.83243 1.80365 -0.54220 0.059
H -1.96132 -0.64531 -0.09364 -0.157
C 1.79136 -2.25212 2.71075 -0.496
S 2.85071 -0.86175 2.16870 0.588
H 0.75782 -1.94751 2.60755 0.015
H 1.99557 -2.43038 3.76427 0.017
H 1.98315 -3.20384 2.21950 0.025
H 4.00678 -1.35307 2.70868 -0.150
```

As for the SMILES: CCS.CS. The HOMO energy comes out at -9.0 eV. The LUMO energy comes out at 0.79 eV.

=====

Stability ranking, top and bottom: arrangement x is the most stable and arrangement w is the least stable.

=====

Arrangement w

Formula: C20H22N2O5S
Source: the Open Molecules 2025 dataset
Level of theory: wB97M-V/def2-TZVPD

The geometry in XYZ format:
```
50
Properties=species:S:1:pos:R:3:lowdin_charge:R:1
C 0.68468 1.64730 -0.55491 -0.095
O 0.06428 2.84473 -0.14858 -0.185
C -1.17623 3.11192 -0.76698 -0.183
C -2.37988 2.74750 0.12566 -0.090
N -2.45653 1.34064 0.41286 -0.011
C -1.88211 0.72665 1.50449 -0.272
C -1.19021 1.48591 2.58029 -0.017
C -2.08039 -0.61604 1.38586 0.014
C -2.81426 -0.84190 0.18535 -0.114
C -3.20843 -2.10776 -0.39401 -0.344
O -4.11060 -2.25467 -1.19282 0.087
C -2.40767 -3.33748 0.06337 -0.062
O -1.05977 -3.05376 0.41168 -0.014
C -0.33591 -2.42268 -0.51819 -0.452
O -0.73623 -2.17475 -1.63041 0.139
C 1.00778 -2.03379 -0.02611 -0.120
C 1.37535 -2.14579 1.31286 -0.009
C 2.61592 -1.70090 1.71904 -0.083
C 3.50658 -1.14977 0.80466 -0.472
C 3.15793 -1.06298 -0.54885 -0.241
C 1.90367 -1.50034 -0.94602 0.042
N 4.05584 -0.60231 -1.50924 0.137
C 5.17193 0.15018 -1.31796 -0.533
O 5.92855 0.41168 -2.22253 0.082
C 5.35249 0.68113 0.08843 -0.352
S 5.08667 -0.60125 1.34830 0.981
C -3.03572 0.40701 -0.38467 -0.192
C -3.74845 0.73776 -1.64266 0.006
H 0.05717 0.76871 -0.38102 0.080
H 1.59032 1.55713 0.04243 0.088
H 0.95415 1.68555 -1.61702 0.098
H -1.20852 4.19067 -0.95387 0.127
H -1.24311 2.58683 -1.72602 0.117
H -2.29182 3.29269 1.06714 0.127
H -3.29497 3.06279 -0.38194 0.127
H -0.42466 2.14056 2.16670 0.072
H -1.89694 2.09537 3.14612 0.084
H -0.71997 0.78548 3.26479 0.083
H -1.77234 -1.35987 2.09238 0.116
H -2.44597 -4.07528 -0.74509 0.143
H -2.86272 -3.75765 0.96358 0.144
H 0.68730 -2.57167 2.02376 0.118
H 2.91802 -1.77426 2.75203 0.107
H 1.60666 -1.43907 -1.98245 0.133
H 3.86097 -0.86089 -2.46861 0.165
H 4.64152 1.49138 0.26962 0.092
H 6.36768 1.05317 0.21236 0.088
H -4.07623 -0.18719 -2.10807 0.076
H -3.10797 1.27943 -2.33798 0.079
H -4.62786 1.34989 -1.43774 0.091
```

As for the SMILES: COCCn1c(C)cc(C(=O)COC(=O)c2ccc3c(c2)NC(=O)CS3)c1C. The HOMO energy comes out at -8.1 eV. The LUMO energy comes out at 0.06 eV.

=====

Arrangement x

Formula: C20H22N2O5S
Source: the Open Molecules 2025 dataset
Level of theory: wB97M-V/def2-TZVPD

The geometry in XYZ format:
```
50
Properties=species:S:1:pos:R:3:lowdin_charge:R:1
C 5.32268 -1.08305 -3.86049 -0.093
C 4.24042 -1.99688 -3.29982 -0.163
C 3.37734 -1.26027 -2.29361 -0.422
O 3.54268 -0.09545 -2.01094 0.085
N 2.38295 -2.01600 -1.72177 0.021
C 2.12371 -3.41873 -2.03892 -0.112
C 0.90143 -3.82838 -1.19873 -0.079
C 0.58482 -2.58597 -0.42274 -0.145
C -0.40727 -2.36653 0.50539 0.004
C -0.47628 -1.11192 1.09133 -0.278
S -1.76226 -0.74509 2.25282 0.694
O -2.54851 -1.93131 2.53057 -0.299
O -1.26273 -0.01157 3.37159 -0.256
N -2.71082 0.30089 1.36068 -0.074
C -3.53453 1.23068 2.10841 -0.263
C -3.61200 2.58030 1.37717 -0.088
C -2.21595 3.08977 1.16306 -0.237
C -1.54179 3.74203 2.18760 -0.037
C -0.22724 4.14006 2.02366 -0.079
C 0.43267 3.88617 0.83276 -0.096
C -0.23168 3.23888 -0.19480 -0.098
C -1.54762 2.84281 -0.02840 -0.055
C -4.92991 0.66349 2.42001 -0.488
O -5.91230 1.35149 2.42955 0.124
O -4.99093 -0.64104 2.66994 0.122
C 0.40632 -0.09847 0.76972 -0.038
C 1.40055 -0.31157 -0.17161 0.037
C 1.48037 -1.56502 -0.76549 -0.126
H 4.87169 -0.22233 -4.34655 0.079
H 5.95873 -0.71912 -3.05833 0.079
H 5.93375 -1.61843 -4.58243 0.073
H 4.69573 -2.86203 -2.81181 0.117
H 3.60594 -2.36529 -4.10979 0.117
H 1.92790 -3.52927 -3.10903 0.123
H 2.99951 -4.02427 -1.78791 0.125
H 1.12788 -4.66110 -0.53231 0.123
H 0.05965 -4.12463 -1.82598 0.122
H -1.11342 -3.12894 0.79305 0.123
H -3.18937 -0.15910 0.60089 0.138
H -3.01212 1.37136 3.06372 0.150
H -4.12459 2.44034 0.42435 0.129
H -4.20019 3.26464 1.98828 0.129
H -2.05156 3.93805 3.11968 0.118
H 0.28546 4.64634 2.82817 0.103
H 1.46067 4.19159 0.70578 0.101
H 0.27798 3.03673 -1.12553 0.105
H -2.06081 2.33438 -0.83182 0.112
H -4.13528 -1.12885 2.68381 0.060
H 0.30392 0.85337 1.26410 0.109
H 2.09441 0.46721 -0.43728 0.105
```

As for the SMILES: CCC(=O)N1CCc2cc(S(=O)(=O)N[C@@H](Cc3ccccc3)C(=O)O)ccc21. The HOMO energy comes out at -8.9 eV. The LUMO energy comes out at 0.29 eV.

=====

Stability ranking, top and bottom: arrangement x is the most stable and arrangement w is the least stable.